## a
Density functional theory data (ωB97M-V/def2-TZVPD) for a 2-piece molecular cluster, C7H11N2O2 overall.

The geometry in XYZ format:
```
22
C7H11N2O2 | the Open Molecules 2025 dataset | ωB97M-V/def2-TZVPD
C -0.161 1.234 -2.664
C 0.293 1.937 -3.887
C 0.761 1.013 -1.504
O 1.739 1.755 -1.418
O 0.399 0.172 -0.681
H -0.972 1.692 -2.080
H -0.654 0.346 -3.182
H 0.004 2.962 -3.904
H -0.087 1.476 -4.840
H 1.467 2.215 -3.878
C -0.885 -3.008 2.767
C -0.299 0.476 2.825
C -0.388 -1.573 2.561
C 0.419 -1.133 1.441
N -0.631 -0.654 3.465
N 0.609 0.245 1.755
H -0.229 1.375 3.393
H 0.864 0.906 1.054
H 0.839 -1.454 0.422
H -1.879 -2.786 3.113
H -0.286 -3.654 3.471
H -0.925 -3.541 1.773
```

Results
- orbital gap (eV) = 8.4
- net charge = -1



## b
Density functional theory data (ωB97M-V/def2-TZVPD) for a 2-piece molecular cluster, C7H11N2O2 overall.

The geometry in XYZ format:
```
22
C7H11N2O2 | the Open Molecules 2025 dataset | ωB97M-V/def2-TZVPD
C 0.463 -2.708 -1.803
C -0.136 -2.135 -0.559
C 0.516 -1.264 0.267
C -1.489 -1.737 1.034
N -1.404 -2.387 -0.103
N -0.375 -1.027 1.301
H 1.236 -3.428 -1.512
H 0.984 -2.000 -2.451
H 1.470 -0.789 0.401
H -2.290 -1.836 1.749
H -0.161 -0.370 2.038
H -0.256 -3.219 -2.441
C -0.313 2.597 0.456
C 0.227 2.465 -0.980
C 0.528 1.806 1.489
O 0.093 1.810 2.667
O 1.542 1.213 1.067
H -0.521 3.613 0.784
H -1.251 2.030 0.491
H 1.302 2.641 -0.965
H -0.199 3.268 -1.588
H 0.034 1.459 -1.340
```

Results
- orbital gap (eV) = 8.4
- net charge = -1



Stability ranking, top and bottom: b is the most stable and a is the least stable.



## a
Density functional theory data (ωB97M-V/def2-TZVPD) for an isolated molecule of C3H4ClF.

The geometry in XYZ format:
```
9
C3H4ClF | the Open Molecules 2025 dataset | ωB97M-V/def2-TZVPD
C 1.298 -0.158 -0.128
C -0.226 -0.148 -0.333
C -1.224 0.076 0.478
H 1.846 -0.681 -0.933
H 1.426 -0.636 0.893
H -0.667 -0.104 -1.330
H -1.259 -0.042 1.544
F 1.608 1.175 -0.027
Cl -2.802 0.518 -0.164
```

Results
- orbital gap (eV) = 11.0
- structure (SMILES) = FC/C=C/Cl
- net charge = 0



## b
Density functional theory data (ωB97M-V/def2-TZVPD) for an isolated molecule of C3H4ClF.

The geometry in XYZ format:
```
9
C3H4ClF | the Open Molecules 2025 dataset | ωB97M-V/def2-TZVPD
C 0.928 -0.404 0.656
C -0.218 -0.339 -0.302
C -0.819 0.851 -0.569
H 1.391 0.557 0.823
H 1.594 -1.181 0.270
H 0.491 -0.781 1.603
H -0.545 1.849 -0.200
F -0.695 -1.536 -0.675
Cl -2.126 0.984 -1.607
```

Results
- orbital gap (eV) = 10.0
- structure (SMILES) = C/C(F)=C/Cl
- net charge = 0



Stability ranking, top and bottom: b is the most stable and a is the least stable.



## a
Density functional theory data (ωB97M-V/def2-TZVPD) for an isolated molecule of C3H4ClF.

The geometry in XYZ format:
```
9
C3H4ClF | the Open Molecules 2025 dataset | ωB97M-V/def2-TZVPD
C -0.469 0.504 1.089
C -0.118 -0.897 0.659
C 0.597 -1.136 -0.435
H -1.456 0.492 1.558
H 0.192 0.907 1.980
H -0.475 -1.772 1.280
H 1.296 -0.338 -0.816
F 0.607 -2.275 -1.084
Cl -0.299 1.786 -0.124
```

Results
- orbital gap (eV) = 10.6
- structure (SMILES) = F/C=C/CCl
- net charge = 0



## b
Density functional theory data (ωB97M-V/def2-TZVPD) for a 2-piece molecular cluster, C3H4ClF overall.

The geometry in XYZ format:
```
9
C3H4ClF | the Open Molecules 2025 dataset | ωB97M-V/def2-TZVPD
C 1.280 0.488 0.696
C 0.450 0.317 -0.331
C -0.444 -0.736 -0.549
F -0.361 -1.852 0.170
Cl -2.991 0.625 0.363
H 1.805 1.419 0.593
H 1.199 -0.280 1.427
H 0.265 0.907 -1.196
H -1.202 -0.888 -1.174
```

Results
- orbital gap (spin up / spin down) (eV) = 7.8 / 5.5
- net charge = 0



Stability ranking, top and bottom: a is the most stable and b is the least stable.



## a
Density functional theory data (ωB97M-V/def2-TZVPD) for a 2-piece molecular cluster, C2H2N2O2 overall.

The geometry in XYZ format:
```
8
C2H2N2O2 | the Open Molecules 2025 dataset | ωB97M-V/def2-TZVPD
O -0.277 -2.021 -1.870
C 0.191 -0.957 -1.803
N -0.573 -0.561 0.859
C -0.218 0.609 0.972
N 0.030 1.804 0.938
O 0.679 0.103 -1.780
H -0.827 -1.080 1.690
H 0.995 2.102 0.995
```

Results
- orbital gap (eV) = 11.4
- structure (SMILES) = N=C=N.O=C=O
- net charge = 0



## b
Density functional theory data (ωB97M-V/def2-TZVPD) for a 2-piece molecular cluster, C2H2N2O2 overall.

The geometry in XYZ format:
```
8
C2H2N2O2 | the Open Molecules 2025 dataset | ωB97M-V/def2-TZVPD
C -0.363 -1.096 0.106
C -1.714 0.907 -0.681
N -1.173 -0.053 -0.164
N 1.480 0.222 0.484
O -0.237 -2.275 0.105
O -2.122 1.828 -1.249
H 1.836 0.249 1.535
H 2.293 0.216 -0.136
```

Results
- orbital gap (spin up / spin down) (eV) = 7.7 / 8.3
- net charge = 0



Stability ranking, top and bottom: a is the most stable and b is the least stable.



## a
Density functional theory data (ωB97M-V/def2-TZVPD) for an isolated molecule of C2H2N2O2.

The geometry in XYZ format:
```
8
C2H2N2O2 | the Open Molecules 2025 dataset | ωB97M-V/def2-TZVPD
O -2.425 0.230 -0.313
C -0.406 0.288 -0.256
N -1.284 1.157 -0.360
O 2.288 0.624 0.120
C 1.762 -0.459 0.100
N 0.405 -0.612 -0.159
H -2.619 0.183 0.635
H 2.281 -1.411 0.234
```

Results
- orbital gap (eV) = 10.0
- structure (SMILES) = O=CN=C=NO
- net charge = 0



## b
Density functional theory data (ωB97M-V/def2-TZVPD) for a 2-piece molecular cluster, C2H2N2O2 overall.

The geometry in XYZ format:
```
8
C2H2N2O2 | the Open Molecules 2025 dataset | ωB97M-V/def2-TZVPD
C -0.788 2.433 -0.511
C 0.811 -1.939 1.368
N -0.526 1.409 -1.038
N 0.266 -1.864 0.324
O 1.136 -2.041 2.455
O 0.103 0.436 -1.302
H -1.606 3.058 -0.715
H 0.604 -1.493 -0.582
```

Results
- orbital gap (eV) = 10.3
- structure (SMILES) = C#[N+][O-].N=C=O
- net charge = 0



Stability ranking, top and bottom: b is the most stable and a is the least stable.



## a
Density functional theory data (ωB97M-V/def2-TZVPD) for a 3-piece molecular cluster, C2H9NO4 overall.

The geometry in XYZ format:
```
16
C2H9NO4 | the Open Molecules 2025 dataset | ωB97M-V/def2-TZVPD
O 1.185 0.816 1.081
C 1.731 -0.114 0.511
N 1.031 -0.962 -0.297
C -0.368 -1.286 0.071
O -1.289 -0.272 -0.195
H 2.733 -0.457 0.789
H 1.580 -1.558 -0.892
H -0.374 -1.469 1.145
H -0.698 -2.138 -0.520
H -1.258 0.495 0.419
H -0.353 0.677 -3.447
H -1.131 -0.353 -2.586
O -0.253 -0.047 -2.839
H -0.475 1.202 1.867
H -1.374 2.426 1.670
O -1.394 1.508 1.967
```

Results
- orbital gap (eV) = 10.8
- structure (SMILES) = O=CNCO.O.O
- net charge = 0



## b
Density functional theory data (ωB97M-V/def2-TZVPD) for a 3-piece molecular cluster, C2H9NO4 overall.

The geometry in XYZ format:
```
16
C2H9NO4 | the Open Molecules 2025 dataset | ωB97M-V/def2-TZVPD
O 1.687 -1.624 2.013
C 2.195 -0.833 1.241
N 1.331 0.109 0.482
C -0.035 0.347 0.930
O -0.795 0.748 -0.146
H 3.171 -0.932 0.867
H 1.894 0.821 0.113
H -0.519 -0.478 1.428
H -0.023 1.142 1.650
H -0.784 0.011 -0.944
H -0.770 2.800 -0.450
H 0.335 3.758 0.268
O -0.309 3.654 -0.485
H -3.705 -2.651 -3.617
H -2.946 -3.613 -2.729
O -2.949 -2.616 -3.005
```

Results
- orbital gap (eV) = 10.6
- structure (SMILES) = O=CNCO.O.O
- net charge = 0



Stability ranking, top and bottom: a is the most stable and b is the least stable.